The following is a DFT calculation (ωB97M-V/def2-TZVPD) of one molecule with the formula C2H4N2O2.

CARTESIAN COORDINATES (ANGSTROEM)
C: -1.5958 0.3979 -0.9245
C: 0.6061 0.4899 -0.2323
N: -3.8689 -0.1298 0.0649
N: -0.7733 0.2067 0.0311
O: -2.9804 0.0688 -0.8924
O: -3.6739 -0.0203 1.2355
H: -1.3638 0.6901 -2.0035
H: 1.0054 1.1551 0.5141
H: 1.2134 -0.4255 -0.2398
H: 0.5651 0.9176 -1.2600

Output
- LUMO level (eV) = 0.11
- HOMO energy (eV) = -9.86
- SMILES = C/N=C/ON=O
- F_max (hartree/bohr) = 0.085
- HOMO-LUMO gap (hartree) = 0.366
- relative energy (zero: lowest compared OMol25 entry of this formula, charge and spin) (kJ/mol) = 539.0
- molar mass (g/mol) = 88.07

The following is a DFT calculation (ωB97M-V/def2-TZVPD) of a 2-piece molecular cluster, C3H9NO2 overall.

CARTESIAN COORDINATES (ANGSTROEM)
C: -0.8809 -2.3120 -1.6852
O: -0.7438 -3.6678 -1.3727
H: 0.1506 -3.8050 -1.0046
H: -1.6319 -2.3209 -2.3370
H: -1.0571 -1.8296 -0.6815
H: -0.0137 -1.8026 -2.1069
C: 0.4407 1.3896 2.2637
C: 0.4303 1.5364 0.7332
O: 0.9429 0.6999 -0.0495
N: -0.0064 2.7337 0.2726
H: -0.1382 2.8456 -0.7607
H: -0.3034 3.5892 0.6268
H: -0.1046 0.5099 2.5402
H: 0.0859 2.4086 2.7032
H: 1.5241 1.3283 2.6194

Output
- LUMO level (eV) = 0.74
- HOMO energy (eV) = -9.81
- SMILES = CC(N)=O.CO
- F_max (hartree/bohr) = 0.094
- HOMO-LUMO gap (hartree) = 0.388
- relative energy (zero: lowest compared OMol25 entry of this formula, charge and spin) (kJ/mol) = 180.4
- molar mass (g/mol) = 91.11

The following is a DFT calculation (ωB97M-V/def2-TZVPD) of a 2-piece molecular cluster, C11H20F3NO3 overall.

CARTESIAN COORDINATES (ANGSTROEM)
C: 0.7449 -1.6444 0.7004
C: 0.9781 -0.4494 -0.2367
C: 2.4362 -0.0537 -0.4176
C: 2.4639 1.4881 -0.3436
C: 2.5851 2.3066 -1.6271
C: 1.4068 2.2672 -2.5932
O: 1.3782 3.5015 -3.3093
C: 1.5213 1.1836 -3.6586
F: 2.5751 1.4056 -4.4910
F: 0.3864 1.1468 -4.4133
F: 1.6813 -0.0513 -3.1198
N: 1.2770 1.7598 0.4363
C: 0.2911 0.8184 0.2234
O: -0.8990 1.0072 0.3449
H: 1.6818 -2.1542 0.9000
H: 0.3425 -1.3359 1.6607
H: 0.0712 -2.3682 0.2617
H: 0.4591 -0.6980 -1.1613
H: 2.9770 -0.3910 0.4647
H: 2.9430 -0.5043 -1.2578
H: 3.3481 1.7569 0.2354
H: 3.5109 2.0690 -2.1415
H: 2.6684 3.3483 -1.3295
H: 0.4558 2.1453 -2.0830
H: 0.4757 3.8016 -3.3728
H: 0.9848 2.7155 0.5656
C: -2.9432 -0.6589 2.7079
C: -2.7582 -2.0994 2.2584
C: -4.0885 -2.7759 1.9652
O: -2.0274 -2.8392 3.2385
H: -3.5271 -0.6227 3.6325
H: -1.9781 -0.1930 2.9063
H: -3.4592 -0.0696 1.9497
H: -2.1386 -2.1165 1.3617
H: -4.7072 -2.8047 2.8666
H: -3.9314 -3.8046 1.6401
H: -4.6397 -2.2447 1.1883
H: -2.5463 -2.8419 4.0482

Output
- LUMO level (eV) = 0.60
- HOMO energy (eV) = -9.78
- SMILES = C[C@@H]1C[C@@H](C[C@@H](O)C(F)(F)F)NC1=O.CC(C)O
- F_max (hartree/bohr) = 0.021
- HOMO-LUMO gap (hartree) = 0.382
- molar mass (g/mol) = 271.28

Going through the records in order, we get calculated total energy values of -338.44792; -324.90388; -1011.24741 hartree.